Entry from OMol25: C6H25Cu2Hf2O24S4 as an isolated structure in a non-equilibrium geometry (wB97M-V/def2-TZVPD).

Positions of all 63 atoms, in Å:
Hf  2.48322  0.37510  3.03265
Hf  2.16531  1.00949  -1.19381
Cu  -0.93105  2.15980  1.10969
Cu  1.19922  -3.35695  2.06966
S  3.24510  -1.99684  0.41856
S  -0.27474  -0.69334  0.88500
S  1.22860  -2.32917  5.14012
S  -0.44087  2.06917  4.36405
O  0.15227  -5.05720  0.50177
O  1.70944  -1.19161  4.19344
O  0.59166  -0.34002  2.01927
O  0.86150  1.55730  3.69947
O  -0.03462  3.19618  5.19268
O  -3.29968  0.00563  3.25671
O  0.48752  -0.20216  -0.29082
O  -1.55796  0.01699  0.90139
O  1.29137  -0.01009  -2.98321
O  -1.03973  1.02165  5.13695
O  4.60800  -2.40674  0.24770
O  0.15349  -1.82436  5.96025
O  2.41295  -3.19038  0.22493
O  -2.32068  -3.45772  2.37948
O  -3.69357  -0.46807  -0.58257
O  -0.41436  -2.13932  0.92358
O  2.85029  -1.43100  1.74719
O  2.02384  1.53974  1.07661
O  -1.35788  2.52092  3.28218
O  0.39299  -3.08711  -2.05586
O  2.90223  -0.86957  -0.54301
O  0.23219  2.35092  -1.17229
O  0.86592  -3.53569  4.37172
O  2.37215  -2.60524  6.01558
C  0.44054  0.19657  -4.07645
C  -0.45673  -0.98295  -4.47220
C  -0.37831  3.40186  -1.86776
C  0.09620  4.82072  -1.53513
C  -1.89139  3.31711  -1.72637
C  1.12667  0.75702  -5.31724
H  -3.06867  -3.25886  1.81021
H  0.96053  -5.56591  0.38124
H  0.41689  1.00127  -6.10922
H  0.73635  -2.42595  -2.66422
H  0.17490  -1.84165  -4.70969
H  -3.28939  0.70168  3.92057
H  0.64079  -2.75642  -1.18269
H  -1.11818  -0.62819  -5.26179
H  1.87185  2.42794  1.43695
H  -2.70331  0.32311  2.57131
H  -0.50179  5.59799  -2.00765
H  -3.52350  -0.05311  -1.43179
H  -2.46018  2.63941  -2.36230
H  -0.20544  1.04442  -3.80174
H  -2.38700  3.26205  -0.74793
H  1.56469  1.74500  -5.13081
H  -0.21678  3.22997  -2.94230
H  -2.94344  -0.19523  -0.01904
H  0.11187  -4.48256  -0.27209
H  1.09856  5.03519  -1.91931
H  -1.15421  -1.36160  -3.72211
H  -1.59379  -2.93243  2.01203
H  1.92691  0.12461  -5.70756
H  0.09222  4.91295  -0.44638
H  -2.23099  4.31568  -2.02759

Properties
Gap between HOMO and LUMO   0.12932 Eh
LUMO energy   -1.9 eV
Charge   -1